Record 1
Computed, not measured: a structure of composition C23H54INO4PSi2, with ωB97M-V/def2-TZVPD.

Output
* charge: +1
* HOMO energy: -10.75 eV
* multiplicity: 1
* calculated total energy: -67551.0697 eV
* gap between HOMO and LUMO: 8.34 eV
* maximum force: 0.74 eV/Å

Structure (XYZ):
```
86
C23H54INO4PSi2, DFT ωB97M-V/def2-TZVPD
C 3.0799 1.7234 1.4948
C 1.6284 1.3785 1.7975
C 1.2416 -0.0186 1.3023
C 0.0786 -0.6457 2.1159
Si -1.1065 -1.6331 1.0479
C -2.8137 -1.6976 1.7920
C -3.8676 -2.2577 0.8060
C -4.6221 -3.4874 1.3476
P -6.2413 -3.1493 2.0207
O -6.7492 -4.2306 2.8754
O -6.1854 -1.7153 2.7135
C -5.7169 -1.6661 4.0775
C -6.7616 -1.0124 4.9490
O -7.0982 -2.8420 0.7225
C -8.4938 -2.5567 0.9317
C -9.3492 -3.3903 -0.0188
O -0.5646 -3.1490 0.6291
Si -0.0179 -4.2852 1.7063
C 1.3278 -5.2834 0.8941
C 2.0769 -6.1817 1.8923
C 3.3634 -5.5937 2.4433
I 4.8060 -5.1600 0.9353
H 3.2967 2.7687 1.7227
H 3.3133 1.5681 0.4408
H 3.7600 1.1291 2.1002
H 0.9686 2.1161 1.3400
H 1.4736 1.4301 2.8745
H 2.1102 -0.6700 1.3766
H 0.9232 0.0522 0.2631
H 0.4661 -1.1951 2.9699
H -0.5304 0.1652 2.5279
H -1.2302 -0.8893 -0.2312
H -2.8389 -2.2271 2.7447
H -3.0561 -0.6571 2.0273
H -4.5584 -1.4654 0.5302
H -3.3770 -2.5603 -0.1202
H -4.0613 -3.9744 2.1406
H -4.7785 -4.2107 0.5499
H -5.4844 -2.6642 4.4422
H -4.7991 -1.0794 4.0882
H -6.3756 -0.9236 5.9634
H -6.9722 -0.0063 4.5925
H -7.6778 -1.5938 4.9752
H -8.6553 -1.4970 0.7549
H -8.7765 -2.7647 1.9598
H -8.7487 -4.1509 -0.5054
H -9.7853 -2.7681 -0.7976
H -10.1722 -3.8584 0.5127
H -1.1115 -5.1938 2.1162
H 0.5263 -3.6632 2.9370
H 2.0041 -4.6257 0.3512
H 0.8453 -5.9007 0.1352
H 2.3179 -7.1283 1.4101
H 1.4261 -6.4242 2.7361
H 3.1895 -4.6955 3.0288
H 3.8530 -6.3101 3.0944
C 1.8440 3.1624 -1.8217
C 3.2001 2.6974 -2.3482
C 4.3717 3.5606 -1.8718
C 4.3738 5.0295 -2.2587
N 4.6880 5.3715 -3.6994
C 5.9159 4.6575 -4.2226
C 5.4084 3.4580 -4.9987
C 4.0888 3.9436 -5.6088
C 3.5472 4.9988 -4.6382
C 4.9226 6.8489 -3.7518
H 1.5707 4.1591 -2.1770
H 1.0601 2.4783 -2.1437
H 1.8407 3.1850 -0.7311
H 3.1676 2.6229 -3.4373
H 3.3821 1.6817 -1.9936
H 5.3223 3.0959 -2.1425
H 4.3571 3.5540 -0.7784
H 5.1306 5.5499 -1.6719
H 3.4132 5.4950 -2.0417
H 6.4302 5.3542 -4.8810
H 6.5684 4.4191 -3.3869
H 5.2554 2.6026 -4.3429
H 6.1223 3.1535 -5.7604
H 3.3807 3.1295 -5.7455
H 4.2568 4.3888 -6.5884
H 2.7163 4.6423 -4.0386
H 3.2322 5.9018 -5.1528
H 5.7949 7.0855 -3.1485
H 4.0448 7.3570 -3.3611
H 5.0939 7.1373 -4.7849
```

***

Record 2
Computed, not measured: a structure of composition C23H55N3NdO2P4 at a distorted geometry, with ωB97M-V/def2-TZVPD.

Output
* charge: +3
* HOMO energy (spin up / spin down): -16.40 / -16.40 eV
* <S²>: 3.7540
* multiplicity: 4
* calculated total energy: -85718.4812 eV
* gap between HOMO and LUMO (spin up / spin down): 7.16 / 7.38 eV
* maximum force: 2.63 eV/Å
* energy above the lowest of the compared OMol25 structures with the same formula, charge and spin: 0.0000 eV

Structure (XYZ):
```
88
C23H55N3NdO2P4, DFT ωB97M-V/def2-TZVPD
Nd 0.1803 -0.7380 0.0680
P 0.7079 -1.3676 -2.7212
P -2.5646 -0.0979 -1.1313
P 2.7685 -0.9668 1.4728
H -2.9872 -2.2088 1.8734
C -2.3229 -1.9663 2.7179
C -2.2459 -0.7144 3.2221
H -3.0964 -0.0145 3.1782
C 0.1679 -3.1009 -3.0711
C 0.1621 -0.2976 -4.1070
C 2.5096 -1.1549 -3.0412
C -3.9644 0.2462 0.0068
C -2.7046 1.4102 -2.1921
C -3.4414 -1.2616 -2.2484
C 2.5796 -0.5207 3.2479
C 4.0852 0.2780 1.2272
C 3.5516 -2.6271 1.3510
H -1.5684 -2.7174 2.9967
H -1.3227 -0.3254 3.7025
H 0.3716 -3.4643 -4.0926
H -0.9298 -3.2135 -2.9101
H 0.6863 -3.7932 -2.3643
H 0.5410 -0.6176 -5.0869
H 0.5902 0.6945 -3.9013
H -0.9293 -0.2022 -4.1614
H 2.8348 -1.6152 -3.9857
H 3.1321 -1.5371 -2.2171
H 2.6850 -0.0626 -3.1088
H -4.8844 -0.1328 -0.4533
H -4.0734 1.3215 0.1847
H -3.7966 -0.2761 0.9551
H -3.6935 1.4230 -2.6643
H -1.9555 1.3892 -2.9893
H -2.5774 2.3195 -1.5923
H -4.4476 -0.8600 -2.4211
H -3.5186 -2.2315 -1.7490
H -2.9070 -1.3653 -3.1998
H 3.2819 -1.1014 3.8507
H 1.5564 -0.6648 3.6079
H 2.8201 0.5437 3.3688
H 4.9893 -0.0497 1.7485
H 3.7684 1.2286 1.6724
H 4.2979 0.4542 0.1705
H 4.4035 -2.6779 2.0345
H 3.9146 -2.8044 0.3278
H 2.8423 -3.4384 1.5888
C 0.2736 -4.6427 0.6403
C 0.0240 -5.5436 -0.3956
C 0.5842 -6.8218 -0.3375
C 1.1727 -7.2835 0.8269
C 1.2533 -6.4105 1.9138
C 0.7199 -5.1063 1.8723
O 0.1784 -3.2248 0.4173
H 0.0503 -3.1134 -0.5648
H -0.6413 -5.2452 -1.1946
H 0.4558 -7.4552 -1.2039
H 1.4660 -8.3311 0.8867
H 1.7736 -6.7534 2.7988
H 0.6842 -4.4547 2.7501
C 0.5662 3.1733 -2.3224
N 0.2878 3.8429 -1.0507
C 0.5382 5.2961 -1.0478
P -0.2493 3.0693 0.3159
O -0.0292 1.5763 0.1368
N 0.6569 3.7044 1.5549
C 0.1604 3.9003 2.9320
C 2.1144 3.8400 1.3644
N -1.9040 3.4213 0.4730
C -2.3163 4.7978 0.0481
C -2.6662 2.9894 1.6524
H 0.8590 3.9423 -3.0502
H -0.3182 2.6514 -2.7015
H 1.3898 2.4472 -2.2118
H -0.2198 5.8462 -1.6300
H 0.5407 5.7088 -0.0282
H 1.5167 5.5150 -1.5026
H -0.0332 2.9250 3.4142
H 0.9175 4.4180 3.5532
H -0.7725 4.4894 2.9509
H 2.6139 2.8688 1.4868
H 2.3318 4.2056 0.3522
H 2.5351 4.5389 2.1012
H -3.4108 4.8866 0.1437
H -1.8539 5.5953 0.6716
H -2.0912 4.9832 -1.0187
H -2.4396 1.9504 1.8797
H -2.4806 3.6203 2.5289
H -3.7348 3.0624 1.4295
```

***

Record 3
Computed, not measured: a cluster of 3 separate species, C23H55N6O3P2S2 in total at a distorted geometry, with ωB97M-V/def2-TZVPD.

Output
* charge: +1
* HOMO energy: -9.81 eV
* multiplicity: 1
* calculated total energy: -80064.0935 eV
* gap between HOMO and LUMO: 6.20 eV
* maximum force: 2.62 eV/Å

Structure (XYZ):
```
91
C23H55N6O3P2S2, DFT ωB97M-V/def2-TZVPD
C 3.4647 0.4478 -0.5497
C 2.5229 0.8001 -1.6913
O 2.7731 2.1332 -2.1602
C 1.6212 2.9298 -2.1411
C 1.3539 3.4292 -0.7471
C 0.3582 3.1496 0.1058
O -0.6566 2.3272 -0.0804
C -0.7816 1.2897 0.9504
C -0.6713 -0.1312 0.3939
N 0.3619 -0.8701 1.1299
C 0.0005 -1.1076 2.5353
C 1.1519 -0.7002 3.4535
C 1.1877 -1.5521 4.7489
O 1.0157 0.6866 3.8282
N 0.6006 3.9319 1.2321
S -0.4278 4.0041 2.6301
C 1.7246 4.6305 1.0991
P 2.5330 5.7895 2.3268
N 1.5183 6.5124 3.2473
N 2.1985 4.3226 -0.1156
P 3.7014 4.9626 -0.7585
S 5.1325 4.4430 0.4325
H 3.2614 -0.5892 -0.2780
H 4.5026 0.5082 -0.8687
H 3.2616 1.0545 0.3317
H 2.7183 0.1155 -2.5167
H 1.5105 0.6564 -1.3174
H 1.7359 3.8023 -2.7872
H 0.7155 2.4263 -2.4848
H 0.0036 1.4115 1.6934
H -1.7333 1.4194 1.4566
H -1.6332 -0.6301 0.5669
H -0.4848 -0.1535 -0.6769
H 0.4554 -1.7807 0.6960
H -0.8730 -0.5346 2.8612
H -0.2189 -2.1518 2.7478
H 2.1105 -0.8031 2.9462
H 2.1679 -1.9921 4.9111
H 0.9571 -0.9105 5.5967
H 0.4193 -2.3217 4.7351
H 1.8866 1.0281 4.0461
H 0.3437 3.5215 3.6274
H 3.2982 6.6807 1.5482
H 3.3780 4.9575 3.0806
H 1.5335 7.5202 3.1548
H 3.8861 4.3244 -1.9934
H 3.5652 6.3550 -0.8890
C -4.4457 1.4285 2.7388
C -5.2947 0.9535 1.5695
N -5.7044 -0.4328 1.6755
C -6.3108 -0.9415 0.4541
C -7.6383 -0.3296 -0.0070
C -6.3813 -0.7980 2.9110
C -7.6777 -0.0583 3.2660
H -3.5486 0.8132 2.8484
H -4.1304 2.4601 2.5666
H -4.9925 1.4138 3.6813
H -4.6997 1.0640 0.6573
H -6.1522 1.6353 1.4628
H -6.4358 -2.0232 0.5514
H -5.5809 -0.8132 -0.3525
H -8.4793 -0.6894 0.5831
H -7.8339 -0.6169 -1.0419
H -7.6299 0.7601 0.0298
H -5.6769 -0.6666 3.7362
H -6.5776 -1.8726 2.8944
H -7.6122 1.0138 3.0751
H -7.8907 -0.1840 4.3295
H -8.5350 -0.4535 2.7249
C 1.6968 -2.8284 -2.5384
C 2.9934 -3.5769 -2.8095
N 2.8665 -4.6100 -3.8152
C 4.0380 -5.4697 -3.8985
C 5.3634 -4.8482 -4.3541
C 2.3082 -4.1848 -5.0889
C 3.0415 -3.0803 -5.8626
H 0.9054 -3.5111 -2.2250
H 1.8549 -2.1027 -1.7355
H 1.3513 -2.2725 -3.4115
H 3.3085 -4.0472 -1.8739
H 3.7746 -2.8410 -3.0642
H 3.8033 -6.3163 -4.5485
H 4.1928 -5.9092 -2.9081
H 5.3866 -4.6802 -5.4295
H 6.1848 -5.5292 -4.1240
H 5.5758 -3.9041 -3.8509
H 1.2803 -3.8556 -4.9168
H 2.2045 -5.0612 -5.7324
H 3.3810 -2.2711 -5.2133
H 2.3667 -2.6410 -6.6004
H 3.8989 -3.4653 -6.4108
```